[1]
{"formula": "C8H7F15MnNO16S5", "method": "ωB97M-V/def2-TZVPD", "species": ["Mn", "C", "F", "F", "F", "S", "O", "O", "O", "C", "F", "F", "F", "S", "O", "O", "O", "C", "F", "F", "F", "S", "O", "O", "O", "C", "F", "F", "F", "S", "O", "O", "O", "C", "F", "F", "F", "S", "O", "O", "O", "C", "O", "N", "C", "C", "H", "H", "H", "H", "H", "H", "H"], "coordinates": [[-0.31295, -0.09708, 0.39642], [-0.83356, 0.41031, -4.32996], [0.52440, 0.55118, -4.45111], [-1.38814, 1.63310, -4.53073], [-1.24335, -0.27152, -5.38816], [-1.46735, -0.44753, -2.64747], [-2.90910, -0.41283, -2.65873], [-0.89784, -1.77365, -2.64121], [-0.88223, 0.31256, -1.54402], [-3.60143, -2.26971, 2.58596], [-4.48565, -1.34835, 2.57038], [-2.60871, -1.89802, 3.43163], [-4.25033, -3.44412, 2.93540], [-2.83808, -2.42689, 0.77546], [-3.86120, -2.21095, -0.27839], [-1.82016, -1.34570, 0.73482], [-2.23652, -3.79683, 0.65780], [-2.43241, 4.34662, 0.67981], [-1.67598, 4.77358, -0.27219], [-2.67764, 5.35176, 1.49139], [-3.54690, 3.88248, 0.32089], [-1.53423, 2.84822, 1.67118], [-1.42176, 1.67415, 0.85099], [-0.25175, 3.24891, 2.13908], [-2.49257, 2.55728, 2.75589], [-0.50676, 0.09048, 4.88034], [-0.67504, -1.17958, 5.17089], [-1.63077, 0.49505, 4.48539], [0.00955, 0.71067, 5.93582], [0.83081, 0.19518, 3.59549], [0.30969, -0.24757, 2.26066], [1.17935, 1.66591, 3.62216], [1.88901, -0.70377, 4.03548], [3.70992, 2.41681, -1.05516], [4.30984, 1.46058, -0.42462], [4.44518, 3.44157, -1.15785], [3.54744, 2.13509, -2.32726], [2.04800, 2.55724, -0.04113], [1.42577, 3.69425, -0.65565], [1.25482, 1.28197, -0.06093], [2.25428, 2.93545, 1.41658], [1.52201, -2.63852, -0.80914], [1.02980, -1.67771, -0.23853], [2.13229, -2.61844, -1.98032], [2.99649, -3.74513, -2.39584], [2.06521, -1.34740, -2.77703], [1.49780, -3.62954, -0.33010], [3.16385, -4.38522, -1.52960], [3.88708, -3.33825, -2.87479], [2.43549, -4.32940, -3.12523], [1.32374, -1.49070, -3.56302], [1.63521, -0.53978, -2.18461], [3.05554, -1.05627, -3.12716]], "fmax_ha_per_bohr": 0.1301, "spin_multiplicity": 6, "e_homo_ev": [-0.311, -0.807], "relative_energy_kcal_mol": 96.77, "gap_ev": [6.2, 6.7], "total_charge": -3}

=====

[2]
{"formula": "C3H4Br2N2O4", "method": "ωB97M-V/def2-TZVPD", "species": ["C", "C", "C", "N", "N", "O", "O", "O", "O", "Br", "Br", "H", "H", "H", "H"], "coordinates": [[1.58707, 0.25642, 0.01300], [0.54547, -0.71777, 0.29894], [-1.31038, 0.26789, -0.37568], [0.04737, -0.78754, 1.62260], [-0.81172, 0.61071, -1.71082], [-0.76164, -1.73030, 1.86596], [-1.12267, -0.17058, -2.59736], [0.37488, 0.05423, 2.42648], [-0.08377, 1.52549, -1.72226], [-2.78591, -1.03641, -0.26467], [-1.62882, 1.82890, 0.70933], [1.42559, 0.50881, -1.01882], [2.59862, -0.04015, 0.15248], [1.52518, 1.09571, 0.85329], [0.40075, -1.66543, -0.25249]], "fmax_ha_per_bohr": 0.0804, "e_homo_ev": -10.354, "gap_ev": 8.5}

=====

[3]
{"formula": "C13H18NOS", "method": "ωB97M-V/def2-TZVPD", "species": ["C", "O", "C", "C", "C", "C", "C", "C", "C", "C", "H", "H", "H", "H", "H", "H", "H", "H", "H", "H", "H", "C", "C", "N", "C", "C", "S", "H", "H", "H", "H", "H", "H", "H"], "coordinates": [[2.90159, 0.68094, -1.37090], [1.75122, 0.98112, -0.54902], [0.95280, -0.16021, -0.19652], [-0.49539, 0.28369, -0.62172], [-1.28066, -0.80278, -1.00013], [-2.56848, -0.57560, -1.49113], [-3.05027, 0.72071, -1.65447], [-4.49326, 1.00990, -1.96985], [-2.15525, 1.78857, -1.54099], [-0.84837, 1.57837, -1.04956], [3.24703, 1.64348, -1.74373], [3.69521, 0.24813, -0.74593], [2.71654, 0.00270, -2.22822], [1.28699, -1.10347, -0.75053], [-0.87185, -1.79941, -0.90714], [-3.23060, -1.39099, -1.74857], [-4.68394, 2.08230, -2.06012], [-4.95599, 0.60567, -2.87875], [-5.08802, 0.59234, -1.15183], [-2.51262, 2.76561, -1.83387], [-0.16884, 2.42166, -1.05146], [3.61382, -1.14984, 1.32130], [2.26378, -0.87236, 1.86249], [1.13110, -0.57923, 1.17390], [-0.06987, -0.60922, 2.00543], [0.29296, -0.83412, 3.46016], [2.11644, -1.00446, 3.56648], [3.63206, -1.21141, 0.22059], [4.32734, -0.37982, 1.66980], [4.03930, -2.09465, 1.71877], [-0.56309, 0.35683, 1.89476], [-0.75223, -1.39937, 1.67198], [-0.05760, -0.03671, 4.11633], [-0.12186, -1.75837, 3.86245]], "fmax_ha_per_bohr": 0.0716, "e_homo_ev": -11.965, "relative_energy_kcal_mol": 0.00, "gap_ev": 7.9, "total_charge": 1}

=====

[4]
{"formula": "C30H45AlNO3P2S", "method": "ωB97M-V/def2-TZVPD", "species": ["Al", "C", "C", "C", "C", "C", "C", "H", "H", "H", "C", "H", "H", "H", "C", "H", "H", "H", "C", "H", "H", "H", "C", "H", "H", "H", "C", "C", "C", "C", "C", "C", "C", "C", "H", "H", "H", "H", "H", "H", "H", "H", "H", "H", "H", "H", "P", "C", "C", "P", "C", "C", "C", "H", "H", "H", "H", "H", "H", "H", "H", "H", "H", "H", "H", "H", "H", "O", "C", "N", "S", "O", "O", "C", "C", "C", "C", "C", "C", "H", "H", "H", "H"], "coordinates": [[0.89534, -0.38703, -0.64265], [-0.69012, 1.92146, -0.71531], [-1.66062, 1.55253, 0.21926], [0.37560, 1.42514, 1.29192], [0.63043, 1.77395, -0.10432], [-1.00459, 1.22412, 1.44121], [-0.94958, 2.59386, -2.00898], [-1.83018, 2.16203, -2.50872], [-0.08773, 2.51026, -2.68539], [-1.14988, 3.67175, -1.86250], [1.74482, 2.68852, -0.49206], [1.94399, 2.64516, -1.56842], [2.66872, 2.45386, 0.04259], [1.49120, 3.73378, -0.24669], [1.33841, 1.55658, 2.39889], [1.12172, 2.47047, 2.97732], [2.36637, 1.63240, 2.03183], [1.29612, 0.70017, 3.08122], [-1.68720, 0.89253, 2.71387], [-1.93770, 1.79676, 3.28881], [-1.04184, 0.26921, 3.34274], [-2.62014, 0.34801, 2.53063], [-3.12985, 1.68996, 0.05123], [-3.48039, 2.66781, 0.41818], [-3.67089, 0.92197, 0.61661], [-3.41979, 1.61525, -1.00373], [-1.53754, -4.73499, -4.20444], [-2.53980, -3.88803, -4.46603], [-3.99330, -4.24842, -4.40312], [-4.39688, -5.18874, -3.24341], [-3.72318, -4.88690, -1.93743], [-2.58522, -5.46038, -1.50613], [-1.75743, -6.42201, -2.29321], [-1.70442, -6.17145, -3.81831], [-4.30257, -4.72312, -5.35082], [-4.27907, -6.24129, -3.54718], [-4.60130, -3.33612, -4.31540], [-2.56916, -6.63606, -4.31369], [-0.50336, -4.46646, -4.45233], [-2.33408, -2.93288, -4.97093], [-0.82493, -6.71402, -4.20174], [-0.72376, -6.41190, -1.91833], [-2.31791, -5.39062, -0.44465], [-2.12840, -7.44649, -2.12698], [-5.48096, -5.05406, -3.08717], [-4.32688, -4.26441, -1.26397], [-0.17770, -1.65712, -2.26125], [0.85284, -2.07270, -3.66766], [-1.80010, -1.06139, -2.78860], [-0.64883, -2.42759, 0.54053], [-0.46520, -3.11643, -1.20928], [-2.46717, -2.31669, 0.64628], [-0.22616, -3.87209, 1.56117], [1.90686, -1.95168, -3.38242], [0.62962, -1.37590, -4.48521], [0.66341, -3.10441, -3.97530], [-2.37330, -1.90100, -3.21185], [-1.64762, -0.28349, -3.55391], [-2.35863, -0.61271, -1.95204], [-0.96513, -4.67066, 1.41299], [-0.23177, -3.54987, 2.61169], [0.78495, -4.22887, 1.33103], [0.41011, -3.78764, -1.23922], [-1.37472, -3.64338, -1.53454], [-2.73579, -2.23779, 1.70832], [-2.94314, -3.20061, 0.19893], [-2.82072, -1.41034, 0.13977], [2.61016, 0.03238, -1.39709], [3.20007, -0.48269, -0.34672], [2.33294, -1.08431, 0.50274], [3.05662, -1.82877, 1.83590], [2.52305, -1.24408, 3.03356], [2.97913, -3.25847, 1.63842], [4.61634, -1.12445, 1.38391], [5.74364, -1.04065, 2.19953], [6.84375, -0.29392, 1.75320], [6.79120, 0.36060, 0.51160], [5.65608, 0.26731, -0.30049], [4.55419, -0.48383, 0.14206], [5.75384, -1.54861, 3.16399], [7.73191, -0.19815, 2.39154], [7.66032, 0.94811, 0.19614], [5.60026, 0.76419, -1.26447]], "fmax_ha_per_bohr": 0.0654, "e_homo_ev": -9.385, "relative_energy_kcal_mol": 0.00, "gap_ev": 6.0, "total_charge": 1}

=====

[5]
{"formula": "C34H36N5PdSSb", "method": "ωB97M-V/def2-TZVPD", "species": ["Pd", "C", "C", "N", "C", "C", "S", "C", "C", "N", "H", "H", "H", "H", "H", "H", "H", "H", "H", "H", "H", "H", "H", "H", "N", "C", "C", "C", "C", "C", "C", "C", "N", "C", "C", "N", "C", "H", "H", "H", "H", "H", "H", "H", "C", "C", "C", "C", "C", "C", "Sb", "C", "C", "C", "C", "C", "C", "C", "C", "C", "C", "C", "C", "H", "H", "H", "H", "H", "H", "H", "H", "H", "H", "H", "H", "H", "H", "H"], "coordinates": [[-0.15567, 0.54034, 1.58882], [0.08470, 2.73157, 3.55842], [1.09656, 1.67173, 3.95055], [0.63391, 0.31012, 3.58816], [-0.23581, -0.38431, 4.56054], [-1.64619, 0.17148, 4.70738], [-2.58417, 0.32652, 3.15344], [-2.83468, 2.12034, 3.01595], [-1.89865, 2.87986, 2.08070], [-0.46177, 2.49624, 2.18658], [0.54936, 3.71735, 3.60901], [-0.74706, 2.74349, 4.25497], [1.30972, 1.74779, 5.02105], [2.03127, 1.84102, 3.41510], [1.46005, -0.26998, 3.48052], [0.23443, -0.37695, 5.54986], [-0.28947, -1.42387, 4.23349], [-1.65953, 1.13501, 5.21300], [-2.20251, -0.51440, 5.34529], [-2.83447, 2.52789, 4.02580], [-3.84825, 2.25965, 2.64020], [-2.00572, 3.95000, 2.28604], [-2.19572, 2.71928, 1.04515], [0.03370, 3.09840, 1.52934], [5.00224, -7.24752, -3.47886], [4.31648, -6.57942, -2.84612], [3.45137, -5.73700, -2.06244], [2.07781, -5.75097, -2.29299], [1.24767, -4.92609, -1.55448], [1.80240, -4.10665, -0.58467], [3.16471, -4.09317, -0.33499], [3.99466, -4.90975, -1.08301], [0.94271, -3.23380, 0.16276], [-0.26772, -3.55320, 0.73300], [-0.74805, -2.40665, 1.27730], [0.16213, -1.39200, 1.04338], [1.16493, -1.92833, 0.36815], [1.66705, -6.40014, -3.05336], [0.18239, -4.91243, -1.74267], [3.57458, -3.46965, 0.44863], [5.06023, -4.92014, -0.90143], [-0.66276, -4.55320, 0.71132], [-1.66975, -2.23729, 1.80586], [2.02644, -1.40687, -0.01334], [-0.21405, 5.95823, -1.31554], [-1.40898, 5.29911, -1.56576], [-1.47587, 3.91449, -1.47103], [-0.33777, 3.19024, -1.12791], [0.86433, 3.85444, -0.87635], [0.92345, 5.23795, -0.97347], [-0.43834, 1.10212, -0.86706], [-2.24323, 0.49885, -1.72548], [-2.54874, 0.82482, -3.04652], [-3.75889, 0.41560, -3.58605], [-4.65553, -0.31174, -2.81287], [-4.35319, -0.63155, -1.49733], [-3.14428, -0.22499, -0.94863], [1.09076, 0.20950, -2.00311], [2.42186, 0.48512, -1.68506], [3.44385, -0.19815, -2.32764], [3.13966, -1.16867, -3.27587], [1.81787, -1.44620, -3.58873], [0.78974, -0.76003, -2.95255], [-0.16493, 7.03563, -1.39642], [-2.29068, 5.86063, -1.84441], [-2.41154, 3.40795, -1.68080], [1.76547, 3.30447, -0.62842], [1.85817, 5.75242, -0.79400], [-1.85625, 1.39815, -3.65293], [-4.00373, 0.66549, -4.60953], [-5.59818, -0.62701, -3.23968], [-5.05773, -1.19394, -0.89916], [-2.90690, -0.46868, 0.08212], [2.67493, 1.22201, -0.93004], [4.47594, 0.02505, -2.09130], [3.93685, -1.70331, -3.77507], [1.58270, -2.19501, -4.33357], [-0.24032, -0.98730, -3.20119]], "fmax_ha_per_bohr": 0.0028, "e_homo_ev": -14.030, "relative_energy_kcal_mol": 0.00, "gap_ev": 8.3, "total_charge": 2}

=====

[6]
{"formula": "C2H8N3O", "method": "ωB97M-V/def2-TZVPD", "species": ["N", "C", "N", "O", "H", "H", "H", "H", "C", "N", "H", "H", "H", "H"], "coordinates": [[0.15407, 1.63904, -0.77014], [0.38601, 0.50171, -1.49536], [-0.54900, -0.57169, -1.22620], [1.28948, 0.33835, -2.26139], [0.73392, 2.41132, -1.06947], [-0.82261, 1.90415, -0.70799], [-1.48658, -0.35144, -1.53890], [-0.21293, -1.35866, -1.76916], [0.60773, -0.83495, 2.16846], [-0.47257, -0.80636, 1.49698], [0.63906, -0.76521, 3.24828], [1.50946, -0.90876, 1.56692], [-0.44457, -0.67515, 0.40250], [-1.33147, -0.52235, 1.95548]], "fmax_ha_per_bohr": 0.0271, "e_homo_ev": -14.308, "relative_energy_kcal_mol": 34.35, "gap_ev": 9.3, "total_charge": 1}